1.
C5H6OS in the gas phase at a distorted geometry, computed with ωB97M-V/def2-TZVPD.

Computed properties:
Maximum force = 6.38 eV/Å
Net charge = 0
Spin multiplicity = 1
Lowest unoccupied orbital energy = -0.3 eV
Orbital gap = 8.46 eV
ΔE to the lowest compared entry with this formula, charge and spin = 308.6 kJ/mol
HOMO = -8.72 eV

Element x y z (Å)
O (1.90585, -0.81724, 0.96021)
C (0.67982, 0.05497, 0.62938)
C (0.85908, 1.06819, -0.44791)
C (-0.31974, 0.92652, -1.15282)
C (-1.25211, -0.14570, -0.64216)
C (-0.31165, -0.92671, 0.25907)
S (-0.54983, -2.43210, 0.71207)
H (1.71509, -1.23270, 1.97076)
H (0.47939, 0.54549, 1.49138)
H (1.49678, 2.00655, -0.33059)
H (-0.91200, 1.67954, -1.89224)
H (-1.51097, -0.73099, -1.45374)
H (-2.27971, 0.00418, -0.10339)

=====

2.
C5H6OS in the gas phase at a distorted geometry, computed with ωB97M-V/def2-TZVPD.

Computed properties:
Maximum force = 5.05 eV/Å
Net charge = 0
Spin multiplicity = 1
Lowest unoccupied orbital energy = -0.6 eV
Orbital gap = 8.00 eV
ΔE to the lowest compared entry with this formula, charge and spin = 285.2 kJ/mol
HOMO = -8.55 eV

Element x y z (Å)
C (-0.20348, -1.68902, 0.05432)
C (0.94405, -0.72591, -0.00612)
S (2.45652, -1.74035, -0.02361)
C (0.27903, 0.87058, -0.02101)
C (-1.15055, 1.24636, -0.05640)
C (1.33157, 1.63554, 0.01154)
O (2.33293, 2.21837, 0.03758)
H (-1.18848, -1.23786, 0.02410)
H (-0.12110, -2.27649, 0.97079)
H (-0.12139, -2.38896, -0.77785)
H (-1.26228, 2.11113, -0.70841)
H (-1.51253, 1.51944, 0.93623)
H (-1.78429, 0.45716, -0.44115)

=====

3.
C5H6OS in the gas phase at a distorted geometry, computed with ωB97M-V/def2-TZVPD.

Computed properties:
Maximum force = 6.65 eV/Å
Net charge = 0
Spin multiplicity = 1
Lowest unoccupied orbital energy = 0.9 eV
Orbital gap = 9.95 eV
ΔE to the lowest compared entry with this formula, charge and spin = 368.4 kJ/mol
HOMO = -9.00 eV

Element x y z (Å)
C (-0.37166, -0.23559, -0.56116)
C (0.41713, 0.93445, -0.07731)
C (0.57623, -0.84276, 0.40127)
C (1.96116, -0.67304, -0.18914)
C (1.79912, 0.51396, -0.61853)
H (-1.58527, 0.67096, 0.83719)
H (-0.25901, -0.77158, -1.48637)
H (0.10398, 1.98014, -0.12860)
H (0.15580, -1.75746, 0.99670)
H (2.93026, -1.35610, -0.12807)
H (2.54854, 1.24863, -1.07227)
O (0.41282, 0.39502, 1.27408)
S (-2.09304, -0.08480, -0.18388)

=====

4.
C5H6OS in the gas phase at a distorted geometry, computed with ωB97M-V/def2-TZVPD.

Computed properties:
Maximum force = 2.40 eV/Å
Net charge = 0
Spin multiplicity = 1
Lowest unoccupied orbital energy = 0.8 eV
Orbital gap = 9.76 eV
ΔE to the lowest compared entry with this formula, charge and spin = 60.3 kJ/mol
HOMO = -8.92 eV

Element x y z (Å)
O (2.14219, 0.29096, 0.57187)
C (1.47031, -0.52964, -0.35460)
C (-0.05037, -0.27580, -0.22304)
C (-0.44155, 1.10825, -0.23889)
C (-1.80162, 1.19677, 0.02371)
S (-2.57892, -0.36800, 0.18183)
C (-1.04906, -1.19386, 0.06816)
H (1.94143, -0.14391, 1.44943)
H (1.76364, -0.32016, -1.41289)
H (1.72452, -1.61857, -0.19905)
H (0.23938, 1.95725, -0.31744)
H (-2.39277, 2.16058, 0.25428)
H (-0.96716, -2.26386, 0.19664)

=====

5.
C5H6S in the gas phase at a distorted geometry, computed with ωB97M-V/def2-TZVPD.

Computed properties:
Maximum force = 5.13 eV/Å
Net charge = 0
Spin multiplicity = 1
Lowest unoccupied orbital energy = -1.0 eV
Orbital gap = 7.75 eV
ΔE to the lowest compared entry with this formula, charge and spin = 205.2 kJ/mol
HOMO = -8.71 eV

Element x y z (Å)
C (-1.82758, -1.03214, 0.71457)
C (-0.76214, -0.91865, -0.20117)
C (0.22551, 0.11196, -0.32151)
S (1.22340, 0.02588, -1.58042)
C (0.17191, 1.08302, 0.79623)
C (-0.15805, 0.81259, 2.06146)
H (-2.55138, -1.90716, 0.55047)
H (-2.19835, -0.30174, 1.50917)
H (-0.71247, -1.84334, -0.84909)
H (0.31779, 2.04927, 0.49936)
H (-0.03269, -0.34587, 2.34910)
H (-0.29527, 1.59393, 2.93021)

=====

6.
C5H6S in the gas phase at a distorted geometry, computed with ωB97M-V/def2-TZVPD.

Computed properties:
Maximum force = 3.46 eV/Å
Net charge = 0
Spin multiplicity = 1
Lowest unoccupied orbital energy = 0.9 eV
Orbital gap = 9.89 eV
ΔE to the lowest compared entry with this formula, charge and spin = 224.3 kJ/mol
HOMO = -9.02 eV

Element x y z (Å)
C (1.42349, -1.08005, 2.02307)
C (1.13734, -0.57975, 0.99552)
C (0.72589, -0.08984, -0.32578)
C (-0.51578, -0.54942, -1.11837)
C (-0.42134, 0.83625, -0.55160)
S (-1.42829, 1.33480, 0.83948)
H (1.84158, -1.54422, 2.90147)
H (1.46025, 0.21873, -0.95001)
H (-0.17178, -0.63237, -2.17875)
H (-1.20420, -1.30591, -0.69676)
H (-0.24066, 1.67966, -1.21223)
H (-2.60650, 1.71213, 0.27394)